Entry 1:
{"formula": "C3H6N2O3", "method": "ωB97M-V/def2-TZVPD", "homo_lumo_gap_ev": 8.446, "lumo_ev": -0.3, "species": ["C", "C", "C", "H", "H", "H", "H", "H", "H", "N", "N", "O", "O", "O"], "coordinates": [[-0.007429, 0.232511, -0.884944], [0.180484, -1.009577, 0.181746], [0.177834, -0.006535, 1.473370], [-1.360072, 1.118645, -2.308414], [-2.093178, -0.258619, -1.352558], [2.448816, 2.359275, -0.335740], [1.002427, -1.831356, 0.022411], [-1.398620, -1.357769, 1.322808], [1.020986, 0.613082, 1.575167], [-1.161859, 0.278078, -1.510668], [0.991463, 0.912259, -1.282319], [2.121664, 1.066176, -0.462049], [-1.191819, -1.696102, 0.358118], [-0.996460, 0.095675, 2.104709]], "atomic_forces_ev_per_a": [[2.20, -3.33, 1.55], [-3.47, 0.68, 2.12], [-6.80, -2.15, 0.73], [1.31, -3.08, 3.28], [3.20, 0.79, 0.28], [-1.90, -5.53, -0.95], [-1.44, 2.20, 0.13], [-0.02, -0.61, -2.28], [0.92, 1.04, 0.66], [-5.26, 2.35, -4.14], [0.29, 2.78, -0.78], [1.22, 3.71, 0.99], [2.87, 1.48, 1.19], [6.88, -0.32, -2.78]], "nbo_charge": [0.37, -0.06, 0.39, 0.42, 0.45, 0.45, 0.26, 0.50, 0.18, -0.80, -0.27, -0.58, -0.76, -0.57]}

Entry 2:
{"formula": "C2HN5O", "method": "ωB97M-V/def2-TZVPD", "homo_lumo_gap_ev": 7.852, "smiles": "O=c1ncnnnn1", "lumo_ev": -2.6, "species": ["C", "C", "H", "N", "N", "N", "N", "N", "O"], "coordinates": [[1.085085, -0.515474, 0.355300], [-1.074934, -0.512871, -0.583105], [-1.985289, -0.968726, -1.179585], [0.089698, -1.096226, -0.628793], [-1.423337, 0.457572, 0.295572], [-0.578699, 1.388648, 0.623108], [0.604028, 1.700705, 0.219869], [1.502961, 0.819679, -0.054744], [1.780487, -1.273307, 0.952378]], "atomic_forces_ev_per_a": [[0.67, -2.75, -3.23], [0.13, -2.63, -1.95], [2.08, 1.07, 1.02], [-0.54, 2.00, 1.47], [1.23, 2.46, 0.87], [-3.47, -0.57, 2.33], [2.39, -1.71, -3.03], [-1.91, 1.11, 1.72], [-0.59, 1.02, 0.80]], "nbo_charge": [0.67, 0.21, 0.22, -0.39, -0.18, 0.00, 0.04, -0.13, -0.44]}

Entry 3:
{"formula": "C6H10O", "method": "ωB97M-V/def2-TZVPD", "homo_lumo_gap_ev": 10.381, "smiles": "C=C[C@@H]1CCCO1", "lumo_ev": 1.1, "species": ["C", "C", "O", "C", "C", "C", "C", "H", "H", "H", "H", "H", "H", "H", "H", "H", "H"], "coordinates": [[-1.444347, -0.370867, 0.382450], [-0.784088, -1.288293, -0.645015], [0.346705, -0.597671, -1.149491], [1.959793, -0.209921, 1.035564], [1.636903, 0.826563, 0.268670], [0.416109, 0.739134, -0.639787], [-1.023725, 0.997207, -0.141720], [-1.018436, -0.531070, 1.379456], [-2.528328, -0.520079, 0.437719], [-0.476163, -2.242349, -0.199406], [-1.441084, -1.505252, -1.496131], [1.237278, -1.016702, 1.134841], [2.942017, -0.347969, 1.476391], [2.345181, 1.644007, 0.103684], [0.603930, 1.387549, -1.497339], [-1.630169, 1.227071, -1.028870], [-1.141570, 1.808645, 0.578977]], "atomic_forces_ev_per_a": [[0.06, -0.04, 0.06], [-0.26, -0.23, 0.05], [0.07, -0.01, -0.10], [-0.04, 0.13, -0.19], [-0.05, -0.28, 0.01], [-0.05, 0.11, -0.25], [0.03, 0.09, 0.01], [-0.11, -0.05, -0.12], [0.22, 0.10, 0.00], [0.06, 0.10, -0.13], [-0.12, -0.01, 0.18], [0.36, -0.08, 0.00], [-0.24, 0.25, 0.26], [-0.32, -0.15, 0.11], [0.08, 0.05, -0.03], [0.13, 0.10, 0.20], [0.18, -0.08, -0.05]], "nbo_charge": [-0.44, -0.07, -0.53, -0.37, -0.21, 0.06, -0.42, 0.20, 0.22, 0.18, 0.17, 0.19, 0.20, 0.20, 0.19, 0.21, 0.22]}

Entry 4:
{"formula": "C4H11NO", "method": "ωB97M-V/def2-TZVPD", "homo_lumo_gap_ev": 4.161, "lumo_ev": -3.7, "species": ["C", "C", "C", "N", "C", "O", "H", "H", "H", "H", "H", "H", "H", "H", "H", "H", "H"], "coordinates": [[-0.007162, -1.960662, 1.189247], [1.370850, -1.776166, 1.386651], [-1.835876, 1.918626, -0.195063], [2.113480, -0.913240, 0.755972], [1.502674, -0.196594, -0.346794], [-0.126684, 0.807303, -1.774102], [1.764995, -2.349339, 2.225337], [-2.447769, 2.854105, -0.117282], [-0.595138, -1.310133, 0.368693], [-0.631014, -2.572716, 1.919293], [-2.055001, 1.172799, 0.525859], [-0.847454, 2.101706, -0.144253], [-1.999458, 1.379293, -1.135070], [1.021233, -0.846195, -1.139419], [0.683593, 0.473491, 0.063270], [2.272342, 0.434722, -0.832068], [-0.183610, 0.782998, -2.750269]], "atomic_forces_ev_per_a": [[-1.53, 1.56, -0.75], [-2.31, -1.08, 1.09], [-3.58, 0.38, -0.95], [0.16, 0.38, -2.09], [0.80, 1.17, 1.63], [0.62, -1.41, -1.76], [0.49, 0.17, -0.21], [0.42, -0.98, 0.16], [1.39, -1.83, 1.89], [1.04, 0.71, -1.25], [-0.60, -0.47, 1.24], [3.15, 1.01, 0.10], [-0.08, 0.62, 0.06], [-0.11, 0.66, 0.47], [0.96, -0.85, -0.52], [-0.62, -0.39, 0.38], [-0.20, 0.37, 0.52]], "nbo_charge": [-0.16, -0.11, -0.83, -0.15, -0.51, -0.98, 0.20, 0.20, 0.25, 0.22, 0.19, 0.21, 0.25, 0.30, 0.27, 0.23, 0.43]}

Entry 5:
{"formula": "C27H49N2O10P", "method": "ωB97M-V/def2-TZVPD", "homo_lumo_gap_ev": 8.122, "smiles": "CNC[C@]1(c2ccncc2)OC(=O)[C@H](P(C)O)[C@H]1C[C@H]1CO1.COCCOCCOC.COCCOCCOC", "lumo_ev": -0.4, "species": ["C", "N", "C", "C", "C", "C", "C", "N", "C", "C", "O", "C", "O", "C", "P", "C", "O", "C", "C", "C", "C", "O", "H", "H", "H", "H", "H", "H", "H", "H", "H", "H", "H", "H", "H", "H", "H", "H", "H", "H", "H", "H", "H", "C", "O", "C", "C", "O", "C", "C", "O", "C", "H", "H", "H", "H", "H", "H", "H", "H", "H", "H", "H", "H", "H", "H", "C", "O", "C", "C", "O", "C", "C", "O", "C", "H", "H", "H", "H", "H", "H", "H", "H", "H", "H", "H", "H", "H", "H"], "coordinates": [[2.658063, 1.765645, -1.873066], [3.052882, 0.546495, -1.106008], [2.333799, -0.685405, -1.585267], [1.535698, -1.328862, -0.309108], [0.149922, -0.592970, -0.059930], [-0.540942, 0.328715, -1.134127], [-1.898830, 0.920637, -0.733701], [-2.659965, 0.782920, 0.449788], [-2.064156, -0.000164, 1.468315], [-0.697960, -0.671217, 1.238991], [2.571184, -1.153320, 0.730983], [3.593070, -2.164852, 0.600891], [4.774664, -2.083054, 0.987506], [3.020676, -3.443647, -0.182414], [3.889025, -4.082255, -1.737108], [2.586855, -4.312580, -3.132632], [4.400318, -5.719913, -1.418094], [1.496399, -2.955789, -0.338414], [0.760247, -3.742251, 0.842037], [-0.745262, -4.320725, 0.258058], [-0.646463, -5.823430, -0.485048], [-1.282262, -5.540826, 0.962317], [2.485129, 1.580379, -2.985621], [1.732662, 2.203250, -1.337815], [3.490018, 2.546025, -1.693339], [4.067612, 0.371790, -1.246005], [3.171005, -1.391975, -1.961631], [1.662066, -0.507198, -2.487839], [-0.080908, 0.557290, -2.143705], [-2.383979, 1.586637, -1.540674], [-2.626563, -0.150229, 2.449325], [-0.290379, -1.284458, 2.123381], [3.247684, -4.287419, 0.577386], [1.710504, -4.931707, -2.700148], [2.204754, -3.301687, -3.522877], [3.046037, -4.955980, -3.974309], [4.493561, -6.103002, -2.325122], [0.901296, -3.250733, -1.265932], [0.531737, -3.151016, 1.783346], [1.227875, -4.737549, 1.141375], [-1.508897, -3.523288, -0.206912], [-1.592858, -6.393819, -0.744967], [0.325735, -6.373900, -0.231112], [6.498854, 2.223993, 6.642014], [5.660164, 2.637622, 5.581223], [6.320196, 3.527614, 4.684902], [5.703558, 3.439447, 3.293613], [6.141099, 2.297499, 2.555640], [5.607481, 1.037064, 2.970798], [4.146718, 0.846856, 2.585506], [3.296197, 1.559563, 3.482900], [2.069205, 1.928776, 2.881782], [6.793618, 3.083361, 7.254479], [5.943154, 1.520068, 7.261282], [7.386486, 1.716178, 6.253091], [7.387375, 3.294790, 4.625132], [6.192866, 4.543973, 5.080031], [6.050046, 4.304275, 2.719551], [4.614599, 3.497056, 3.324988], [5.775386, 0.868152, 4.035512], [6.194264, 0.284727, 2.435396], [3.880676, -0.212577, 2.656078], [3.993170, 1.187737, 1.556418], [2.247214, 2.564172, 2.007683], [1.493192, 2.503441, 3.609561], [1.498615, 1.040552, 2.594923], [-5.747542, 1.792997, 0.057448], [-6.592484, 2.211780, -0.999501], [-5.936915, 3.107316, -1.891553], [-6.557324, 3.026116, -3.281160], [-6.119464, 1.887912, -4.026491], [-6.649330, 0.626169, -3.616168], [-8.111499, 0.435231, -3.998428], [-8.959399, 1.141331, -3.096787], [-10.189602, 1.512005, -3.690997], [-5.452509, 2.649901, 0.673107], [-6.299269, 1.084296, 0.675297], [-4.862272, 1.290390, -0.336674], [-4.869314, 2.876335, -1.955739], [-6.064437, 4.121127, -1.490222], [-6.214033, 3.894376, -3.851682], [-7.646080, 3.081788, -3.246423], [-6.478402, 0.452510, -2.552728], [-6.062266, -0.122709, -4.156821], [-8.375621, -0.627157, -3.932080], [-8.268047, 0.780963, -5.025665], [-10.016129, 2.152073, -4.562273], [-10.763029, 2.081894, -2.958117], [-10.760214, 0.624454, -3.979621]], "atomic_forces_ev_per_a": [[0.19, 0.94, 1.22], [-0.13, -0.32, -1.93], [0.37, -0.51, 0.02], [1.47, -0.98, -0.29], [-3.76, 2.42, 0.67], [-1.19, -1.32, 4.06], [1.26, -0.74, -0.17], [3.86, -1.82, -0.15], [2.50, -0.23, -3.10], [-0.27, 0.53, -1.08], [1.10, -1.64, 0.39], [2.23, 0.06, -0.77], [-4.64, 0.36, -0.86], [-1.04, 0.58, 0.84], [1.61, 0.44, -1.31], [-1.02, -1.04, 0.81], [-1.39, 1.28, -0.91], [-0.86, -1.22, 0.26], [-3.44, -0.93, -0.61], [0.13, -2.72, -0.65], [-1.23, 1.24, 4.85], [2.16, 3.20, -2.00], [0.18, 0.40, 1.34], [1.21, -0.65, -1.25], [-1.31, -1.18, -0.60], [-1.09, 0.28, 0.22], [-1.57, 0.57, 0.77], [0.77, -0.11, 1.21], [-0.83, -0.30, 1.54], [0.73, -1.16, 1.48], [0.93, 0.30, -1.62], [-0.64, 1.14, -1.58], [-0.95, 1.18, -1.09], [1.08, 1.04, -0.88], [0.71, -1.57, 0.57], [-0.52, 1.29, 1.30], [0.02, 0.25, 1.10], [1.35, 0.15, 0.86], [0.45, -0.68, -1.23], [-0.19, 1.60, -0.47], [1.63, -1.99, 1.31], [1.76, 1.00, -1.28], [-1.46, 0.75, -1.01], [-0.27, 0.15, -0.15], [0.27, -0.18, -0.07], [-0.67, -0.07, 0.08], [0.35, -0.07, -0.06], [-0.17, 0.09, 0.25], [-0.08, -0.06, -0.32], [0.11, -0.02, 0.60], [-0.09, 0.35, -0.16], [0.27, -0.10, 0.29], [0.14, -0.06, 0.06], [-0.06, 0.08, -0.05], [0.13, 0.05, 0.05], [0.05, -0.02, -0.05], [0.17, 0.10, -0.13], [0.09, -0.09, 0.02], [0.00, -0.12, 0.25], [-0.23, 0.10, 0.04], [-0.08, 0.11, -0.08], [0.17, 0.01, -0.20], [-0.01, -0.06, -0.03], [-0.09, -0.08, -0.14], [0.08, -0.09, 0.03], [-0.09, 0.04, -0.17], [-0.21, 0.10, -0.22], [0.15, -0.12, -0.18], [-0.73, -0.13, 0.15], [0.36, 0.02, -0.01], [-0.19, -0.03, 0.22], [-0.01, 0.02, -0.32], [-0.01, 0.04, 0.61], [-0.01, 0.23, -0.26], [0.23, -0.06, 0.26], [0.16, -0.07, 0.05], [-0.08, 0.08, -0.05], [0.05, 0.11, 0.13], [0.07, -0.01, -0.04], [0.19, 0.11, -0.15], [0.09, -0.11, 0.00], [0.02, -0.12, 0.24], [-0.25, 0.09, 0.04], [-0.05, 0.11, -0.08], [0.12, -0.10, -0.20], [0.04, 0.02, -0.02], [-0.08, -0.07, -0.11], [0.09, -0.11, 0.01], [-0.10, 0.03, -0.13]], "lowdin_charge": [-0.14, -0.11, -0.14, -0.27, -0.03, 0.02, -0.12, 0.00, -0.09, 0.00, -0.04, -0.35, 0.08, -0.31, 0.91, -0.29, -0.36, -0.21, -0.08, -0.19, -0.02, -0.21, 0.08, 0.08, 0.10, 0.12, 0.11, 0.11, 0.09, 0.10, 0.11, 0.10, 0.14, 0.04, 0.05, 0.05, 0.04, 0.13, 0.10, 0.11, 0.15, 0.11, 0.10, -0.11, -0.21, -0.20, -0.18, -0.13, -0.16, -0.19, -0.20, -0.10, 0.09, 0.09, 0.09, 0.12, 0.12, 0.12, 0.12, 0.12, 0.12, 0.11, 0.12, 0.09, 0.09, 0.07, -0.11, -0.21, -0.20, -0.17, -0.13, -0.18, -0.20, -0.21, -0.11, 0.09, 0.09, 0.05, 0.12, 0.13, 0.13, 0.12, 0.12, 0.12, 0.13, 0.13, 0.09, 0.09, 0.09]}

Entry 6:
{"formula": "C4HNO", "method": "ωB97M-V/def2-TZVPD", "homo_lumo_gap_ev": 9.926, "smiles": "N#CC#CC=O", "lumo_ev": -1.2, "species": ["O", "C", "C", "C", "C", "N", "H"], "coordinates": [[2.074057, 1.170302, 0.602824], [1.669205, 0.034488, 0.501584], [0.259938, -0.126888, 0.163885], [-0.876280, 0.012160, -0.222563], [-2.187167, -0.050062, -0.652103], [-3.283367, -0.211181, -0.995011], [2.343615, -0.828819, 0.601384]], "atomic_forces_ev_per_a": [[0.15, -0.61, 0.14], [0.19, 1.07, -0.14], [-0.54, 0.10, -0.31], [0.52, -0.46, 0.24], [-1.07, -0.35, -0.27], [1.07, 0.34, 0.30], [-0.34, -0.09, 0.03]], "nbo_charge": [-0.44, 0.34, 0.02, -0.07, 0.21, -0.22, 0.16]}

Please write out number 1 again, unchanged.
{"formula": "C3H6N2O3", "method": "ωB97M-V/def2-TZVPD", "homo_lumo_gap_ev": 8.446, "lumo_ev": -0.3, "species": ["C", "C", "C", "H", "H", "H", "H", "H", "H", "N", "N", "O", "O", "O"], "coordinates": [[-0.007429, 0.232511, -0.884944], [0.180484, -1.009577, 0.181746], [0.177834, -0.006535, 1.473370], [-1.360072, 1.118645, -2.308414], [-2.093178, -0.258619, -1.352558], [2.448816, 2.359275, -0.335740], [1.002427, -1.831356, 0.022411], [-1.398620, -1.357769, 1.322808], [1.020986, 0.613082, 1.575167], [-1.161859, 0.278078, -1.510668], [0.991463, 0.912259, -1.282319], [2.121664, 1.066176, -0.462049], [-1.191819, -1.696102, 0.358118], [-0.996460, 0.095675, 2.104709]], "atomic_forces_ev_per_a": [[2.20, -3.33, 1.55], [-3.47, 0.68, 2.12], [-6.80, -2.15, 0.73], [1.31, -3.08, 3.28], [3.20, 0.79, 0.28], [-1.90, -5.53, -0.95], [-1.44, 2.20, 0.13], [-0.02, -0.61, -2.28], [0.92, 1.04, 0.66], [-5.26, 2.35, -4.14], [0.29, 2.78, -0.78], [1.22, 3.71, 0.99], [2.87, 1.48, 1.19], [6.88, -0.32, -2.78]], "nbo_charge": [0.37, -0.06, 0.39, 0.42, 0.45, 0.45, 0.26, 0.50, 0.18, -0.80, -0.27, -0.58, -0.76, -0.57]}